[1]
22
Properties=species:S:1:pos:R:3:forces:R:3 method="wB97M-V/def2-TZVPD" smiles="O=C(Cl)[C@H]1[C@H]2Cc3ccccc3[C@H]21" relative_energy_ev=0.1730 max_force_ha_per_bohr=0.073
O -1.096898 -3.054111 -0.567029 -0.6 -1.9 0.7
Cl -2.283360 -1.560311 1.166049 -0.4 -0.2 -0.4
C -1.619137 -2.004439 -0.424872 2.5 -0.4 0.3
C 1.853055 0.576826 2.081287 -1.0 0.7 -1.5
C 2.701324 0.110415 1.021471 -2.3 1.3 2.1
C 0.465485 0.845296 1.835915 1.5 -0.7 -0.5
C 2.084195 -0.164829 -0.149700 -0.9 -0.7 -2.7
C -0.065559 0.740320 0.533120 1.2 0.3 1.1
C 0.704470 0.132296 -0.442535 2.3 -0.8 1.2
C -1.406493 1.187755 0.028192 0.4 -1.5 0.8
C -1.352013 -1.077548 -1.524522 -0.7 2.5 0.1
C -0.087477 -0.207123 -1.640512 -0.5 1.5 -0.8
C -1.410379 0.450425 -1.309754 -2.8 1.1 -2.3
H 2.287880 0.953539 2.992839 0.0 -0.5 0.4
H 3.748435 0.036648 1.162035 0.8 -0.3 0.1
H -0.230409 1.013421 2.641066 0.2 0.6 0.3
H 2.709367 -0.609511 -0.939778 -0.5 0.2 0.2
H -2.146872 0.859656 0.767817 -0.2 0.3 -0.5
H -1.517844 2.272538 -0.111819 0.3 -0.4 -0.1
H -1.593091 -1.625747 -2.448971 -0.2 1.0 0.3
H 0.276935 0.010486 -2.676642 -0.1 -0.8 1.1
H -2.021613 1.113996 -1.993657 1.1 -1.4 0.0

[2]
35
Properties=species:S:1:pos:R:3:forces:R:3 method="wB97M-V/def2-TZVPD" relative_energy_ev=0.0000 charge=+2 max_force_ha_per_bohr=0.031
Re 0.222036 0.121663 -0.380779 -0.6 0.8 1.3
N 3.074597 2.958958 1.406228 -0.1 0.1 0.0
C 2.403579 1.912827 0.938909 -0.1 -0.1 -0.1
S 0.636979 1.972602 1.008295 0.0 -0.7 -0.2
N 3.045185 0.859012 0.524904 0.4 0.1 0.0
N 2.254697 -0.127131 0.045480 -0.5 -0.1 -0.2
C 2.844634 -1.209229 -0.343128 0.1 0.0 0.0
C 1.987593 -2.225692 -0.890189 0.0 -0.1 0.0
C 2.409169 -3.492079 -1.274606 0.1 0.0 0.0
C 1.477572 -4.387730 -1.759483 0.0 0.0 0.0
C 0.142803 -3.999651 -1.850161 0.1 0.0 0.0
C -0.215908 -2.732411 -1.449922 0.0 0.0 -0.1
N 0.690206 -1.855282 -0.980440 -0.1 0.0 0.1
H 2.595456 3.792451 1.700282 0.0 0.0 0.0
H 4.082904 2.950404 1.405426 0.0 0.0 0.0
H 3.918655 -1.310009 -0.258102 0.0 0.0 0.0
H 3.454816 -3.752816 -1.187693 0.0 0.0 0.0
H 1.779297 -5.378088 -2.071794 0.0 0.0 0.0
H -0.606617 -4.673772 -2.238686 0.0 0.0 0.0
H -1.238061 -2.385300 -1.522371 0.0 0.0 0.0
S -1.970957 0.764749 2.910389 0.0 0.0 0.0
Sb -2.162437 -0.423830 4.795114 0.2 -0.3 -0.2
S 0.370087 -1.552006 2.683973 0.3 0.0 -0.1
S -0.938731 -0.885011 1.323971 0.0 0.4 -0.4
S -0.818945 -2.402049 4.078489 -0.4 0.2 0.3
N -3.509615 2.122276 -1.736603 -0.1 0.0 0.1
C -2.307485 1.572688 -1.837895 0.0 0.1 -0.6
O -1.825355 0.913641 -0.861967 0.6 -0.4 0.3
C -1.593755 1.720884 -3.110172 -0.3 0.1 0.3
C -0.349960 1.236433 -2.931088 0.2 -0.2 0.1
N 0.448196 0.746809 -2.215103 0.3 0.2 -0.8
C -2.177123 2.282307 -4.272803 0.2 -0.1 -0.1
N -2.665724 2.719340 -5.216410 -0.1 0.1 0.1
H -4.042256 2.012474 -0.889121 0.0 0.0 0.0
H -3.916478 2.637978 -2.502030 0.0 0.0 0.0

[3]
23
Properties=species:S:1:pos:R:3:forces:R:3 method="wB97M-V/def2-TZVPD" smiles="CC1=N[C@H]2C3=C(OCOC#C3)[C@H]2C=C1" relative_energy_ev=5.2132 max_force_ha_per_bohr=0.082
C 2.096616 1.433340 -0.339956 1.7 0.6 0.6
C 0.971675 0.622657 -0.462398 -1.5 -1.8 -0.5
C -2.081020 -0.671024 0.589746 -1.0 -1.9 1.1
C -1.273546 -1.564436 0.032312 -1.3 -0.7 0.7
C 3.185638 1.423053 0.259093 -1.6 -1.1 -0.6
C 1.029864 -0.705239 -0.100473 2.6 3.3 0.6
C -2.142900 0.704858 0.166917 0.9 0.1 0.2
C 3.445832 -0.804743 0.138966 0.1 -1.5 -1.9
C -0.336861 0.396647 -1.300008 1.0 -0.9 3.3
C -0.207635 -1.103328 -0.846802 1.2 -3.6 -1.8
C -2.945335 1.663779 0.964357 -0.4 2.1 -0.4
N -1.406049 1.141356 -0.782511 -1.1 1.2 0.5
O 4.056024 0.441886 0.558412 -0.6 -0.4 0.0
O 2.171602 -1.234546 0.557205 -3.0 0.5 0.3
H -2.768451 -1.161006 1.322981 0.1 1.3 -0.6
H -1.535644 -2.605359 0.313065 1.0 0.5 -0.5
H 3.301770 -0.887790 -0.972955 1.1 0.8 0.7
H 4.006294 -1.655222 0.525719 0.9 0.7 -0.1
H -0.219481 0.568608 -2.295597 0.4 0.3 -2.9
H 0.055781 -1.938907 -1.650715 -0.6 1.9 1.2
H -2.887294 2.612747 0.358609 0.4 -0.5 1.1
H -2.469066 1.776058 2.007292 -1.0 -0.1 -1.6
H -4.047819 1.546618 0.956741 0.6 -0.8 0.6

[4]
23
Properties=species:S:1:pos:R:3:forces:R:3 method="wB97M-V/def2-TZVPD" s_squared=2.041 relative_energy_ev=0.7937 multiplicity=3 max_force_ha_per_bohr=0.097
C -2.335559 0.302051 2.451130 -1.5 1.2 2.2
C -1.395094 -0.156224 1.893873 1.5 -0.4 -2.3
C 0.109736 0.821842 -3.314519 0.6 -1.2 4.8
C -1.111184 0.209023 -3.172138 -1.6 0.2 -0.4
C 0.999036 0.867372 -2.228900 1.2 1.1 -4.1
C -1.457421 -0.375204 -1.894915 -1.0 -2.3 0.6
C 0.714289 0.251982 -1.025181 -0.1 0.0 1.7
C -0.551543 -0.317263 -0.934391 0.6 0.3 0.8
C 1.520722 0.373830 0.144791 1.0 0.8 0.4
C -0.366298 -0.786882 1.125460 -0.7 -0.4 0.7
C 1.504960 -0.023700 2.492826 3.9 -2.4 0.7
N 0.924161 -0.233183 1.205060 -0.4 -1.3 0.1
O 2.591075 0.946071 0.347791 -0.3 0.1 -1.2
O -0.428591 -2.160223 1.326421 1.9 0.6 -1.1
H -2.881631 0.723670 3.279120 -0.2 -0.1 -0.6
H 0.463486 1.304990 -4.108547 0.8 1.6 -3.6
H -1.920444 0.381021 -3.885318 0.3 -0.1 0.1
H 2.028556 1.216217 -2.498831 -0.9 -0.4 0.8
H -2.346478 -1.011269 -1.679426 0.3 0.9 -0.7
H 2.690861 0.169570 2.573890 -2.8 -0.7 -1.0
H 1.086621 0.802406 2.908491 -1.4 2.5 1.5
H 1.311842 -0.900430 3.108856 -0.1 0.0 0.2
H -1.151104 -2.405669 1.884457 -1.0 0.0 0.5

[5]
29
Properties=species:S:1:pos:R:3:forces:R:3 method="wB97M-V/def2-TZVPD" relative_energy_ev=0.7756 max_force_ha_per_bohr=0.046
Ga 0.143549 -15.670009 2.223378 1.2 0.7 -1.5
Cl -1.502895 -17.166867 0.026340 -0.3 0.2 -0.1
C -2.052702 -17.419791 1.631313 0.6 0.3 2.0
C -1.311251 -16.820559 2.713994 -0.8 -1.0 -0.1
C -1.564692 -17.191402 4.035573 -0.1 0.0 -0.3
Cl -0.600800 -16.595330 5.348470 0.0 0.3 -0.5
C -2.569446 -18.112607 4.338533 0.2 0.7 0.5
Cl -3.011800 -18.498833 5.957453 0.4 0.0 -0.2
C -3.277439 -18.640512 3.295891 -0.8 -1.0 -0.3
Cl -4.364373 -19.928673 3.615422 -0.3 0.0 0.2
C -3.086382 -18.288259 1.962607 0.2 -0.2 -0.8
Cl -4.076022 -19.086208 0.775036 0.6 0.6 -0.1
F 2.029563 -16.114437 3.251615 -1.0 0.1 -0.8
B 2.358326 -17.256056 2.419007 0.7 -2.0 -0.4
F 1.259627 -17.170473 1.290085 0.6 1.0 1.4
F 2.123929 -18.445773 3.106781 0.0 1.4 -0.6
F 3.601586 -17.178641 1.846166 -1.2 0.3 0.4
F 1.774027 -8.915594 4.336437 0.1 -0.6 0.1
C 1.393038 -10.037346 3.737698 0.4 -0.3 -0.8
C 2.157366 -11.191545 3.650942 1.4 -0.4 0.9
F 3.412481 -11.271992 4.216352 -1.8 0.1 -0.5
C 1.673848 -12.291535 2.942007 0.9 -0.7 -0.6
F 2.379645 -13.436254 2.987780 0.1 0.4 0.1
C 0.584055 -12.262048 2.084706 0.4 0.1 0.6
Se 0.059029 -13.577119 0.789627 0.4 -1.4 1.4
C -0.112465 -11.085601 2.158606 -2.0 0.6 -0.2
F -1.297379 -10.986994 1.515165 0.6 0.2 0.0
C 0.247383 -10.030367 2.968137 -0.7 2.3 0.2
F -0.441076 -8.831405 2.983720 0.4 -1.8 -0.3

[6]
91
Properties=species:S:1:pos:R:3:forces:R:3 method="wB97M-V/def2-TZVPD" charge=-5 max_force_ha_per_bohr=0.082
Cs -0.732193 1.635606 -0.193753 0.1 0.1 0.4
C -1.054420 -1.698698 -2.703018 0.8 -0.4 -0.5
F -1.781238 -1.804192 -3.817099 -0.3 0.2 0.5
F -0.285541 -2.800142 -2.640284 -0.4 0.3 0.3
F -0.230367 -0.651694 -2.849450 -0.3 0.1 0.3
S -2.117667 -1.564655 -1.172620 0.4 0.7 -0.8
O -2.732956 -0.238066 -1.141092 0.7 -1.2 -0.4
O -2.983153 -2.701295 -1.352062 0.7 0.7 0.6
N -0.837288 -1.625688 -0.007901 -2.1 0.6 -3.0
S -1.618454 -2.253636 1.172717 0.2 -2.3 3.5
O -2.662056 -1.443949 1.765257 0.3 -0.1 -0.4
O -1.895527 -3.666087 0.988734 0.1 0.6 0.5
C -0.267976 -2.209051 2.513357 -0.8 1.0 -0.5
F 0.832553 -2.884273 2.237670 0.1 -0.6 -0.1
F 0.088716 -0.943891 2.740763 0.1 0.3 -0.2
F -0.813571 -2.653491 3.646983 0.0 -0.5 0.1
C 3.035855 1.399557 1.508708 -0.4 -0.1 -0.3
F 2.690098 0.694341 0.424825 0.1 -0.2 0.0
F 2.156433 1.134348 2.473000 -0.3 0.2 -0.2
F 4.210013 0.994290 1.947837 0.6 0.1 -0.2
S 3.048618 3.234414 1.088829 -1.6 -0.3 2.0
O 2.500508 3.805530 2.296671 0.6 -0.1 -0.6
O 4.389110 3.584337 0.699942 -0.8 -0.5 -0.3
N 1.803329 3.246342 -0.064513 1.8 -1.3 1.3
S 2.284713 4.335041 -1.035824 0.5 3.1 -2.8
O 2.476652 5.584139 -0.329150 0.0 0.3 -0.2
O 3.312981 4.012890 -2.005092 -1.0 -0.2 0.3
C 0.720371 4.803861 -2.080880 2.4 -0.6 1.4
F 0.436154 3.910671 -3.037462 -0.7 0.0 0.4
F -0.259791 5.008575 -1.213486 -0.8 -0.3 -0.6
F 1.016774 5.953959 -2.683705 -0.3 0.2 -0.2
C 2.570116 0.902512 -3.644383 1.5 0.5 -1.6
F 2.644551 2.124797 -4.183608 -0.2 0.2 0.4
F 1.852514 0.933327 -2.541709 0.1 -0.2 0.0
F 2.012809 0.144444 -4.597175 -0.4 -0.5 0.6
S 4.346490 0.329194 -3.351615 -0.5 -0.5 -0.1
O 4.929653 1.335992 -2.515648 -0.2 -0.2 -0.3
O 4.245657 -1.025476 -2.853927 -0.2 0.7 -0.2
N 4.933718 0.339522 -4.943118 0.2 -0.4 2.1
S 6.448023 -0.116313 -4.757520 1.4 0.0 -0.9
O 7.308724 0.886317 -4.151854 -0.3 -0.7 -0.5
O 6.700210 -1.501166 -4.392188 -0.2 0.8 -0.3
C 7.013122 -0.097636 -6.580836 -0.9 0.1 0.4
F 6.861125 1.111883 -7.136258 0.2 0.2 0.0
F 8.312466 -0.436556 -6.706518 -0.2 0.0 0.2
F 6.300888 -0.953734 -7.337701 0.2 -0.1 0.1
C -9.073921 -3.576466 -3.845939 0.5 -0.5 0.7
F -10.151014 -3.885742 -4.583105 0.0 0.4 -0.2
F -8.826051 -2.275697 -3.901051 -0.3 0.0 -0.2
F -9.386663 -3.870462 -2.569376 -0.1 0.0 -0.2
S -7.585831 -4.624607 -4.356823 -0.2 0.1 -0.4
O -7.028378 -5.136082 -3.127298 -0.3 0.8 -0.7
O -8.159146 -5.637846 -5.217655 0.0 0.5 -0.2
N -6.767424 -3.476345 -5.222376 -2.5 -2.3 0.8
S -5.257230 -3.450155 -4.892174 2.5 1.6 0.0
O -4.622270 -2.462831 -5.739153 -0.4 -0.9 -0.2
O -4.965673 -3.366397 -3.501140 0.3 -0.5 0.1
C -4.584830 -5.133309 -5.482312 0.3 1.4 1.1
F -3.263245 -5.013150 -5.682482 -0.2 -0.1 -0.6
F -4.729936 -6.056913 -4.539925 -0.3 -0.4 -0.1
F -5.207247 -5.525953 -6.590927 0.3 -0.3 -0.3
C -1.470265 2.018253 4.141556 -0.9 0.5 -1.1
F -0.471455 1.621270 3.357030 0.2 0.2 0.4
F -2.371516 1.040805 4.196892 -0.1 0.0 -0.1
F -1.077936 2.263649 5.384144 0.4 0.1 -0.3
S -2.248931 3.653454 3.475754 -0.5 -0.7 0.9
O -3.368963 3.836812 4.359036 -0.2 -0.3 0.2
O -1.201306 4.637156 3.632094 -0.3 -0.7 -1.1
N -2.828381 3.214468 1.947430 1.5 0.5 0.6
S -3.334016 4.561086 1.260965 0.0 1.1 1.3
O -4.327719 5.171850 2.121043 -0.6 0.1 -1.2
O -2.292876 5.463678 0.835876 -0.3 -0.5 -0.8
C -4.224781 3.997687 -0.349180 -0.2 0.7 1.2
F -3.408060 3.331878 -1.155313 -0.2 -0.4 0.1
F -5.334553 3.324085 -0.044499 0.5 -0.7 -0.1
F -4.665321 5.070413 -1.022554 0.4 0.4 0.1
C 1.019624 -1.122180 6.301441 0.4 0.4 -0.4
F 0.065282 -0.262073 5.951551 0.2 0.1 0.2
F 0.432863 -2.223584 6.737492 -0.1 -0.5 0.6
F 1.720614 -1.452050 5.216841 0.2 0.3 0.4
S 2.098626 -0.334893 7.663307 -0.9 -0.8 2.0
O 2.532614 0.950216 7.218180 0.7 -0.3 -1.1
O 1.258743 -0.222007 8.840482 -0.1 -1.1 -0.6
N 3.264098 -1.552214 7.924087 -1.7 2.6 -0.3
S 4.611391 -0.851031 7.503959 3.1 -0.4 -0.4
O 4.766822 -0.672090 6.091818 -0.1 0.0 -0.5
O 5.194710 0.195711 8.328995 -0.8 -0.7 0.1
C 5.794748 -2.314169 7.869047 -1.2 0.7 0.6
F 6.234979 -2.225766 9.142946 0.1 -0.2 0.1
F 5.158330 -3.486672 7.747158 0.3 -0.2 -0.1
F 6.870745 -2.317991 7.090314 0.0 0.0 -0.2

no.,electronic energy (Ha)
1,-959.92993
2,-3192.05557
3,-629.51761
4,-629.47772
5,-8008.31272
6,-10984.97951